# 1
Density functional theory data (ωB97M-V/def2-TZVPD) for a molecular structure, C24H19N5O3PPtS.

The geometry in XYZ format:
```
54
Properties=species:S:1:pos:R:3:forces:R:3
Pt 0.3319 -1.6782 0.5712 -1.31 -0.43 -0.70
N -0.4158 -5.4857 -1.2514 0.49 -0.25 -0.22
C -1.0293 -4.4313 -0.7298 -0.01 0.34 0.00
N -0.1487 -3.4420 -0.6377 -0.35 -0.88 0.89
C 0.9917 -3.9991 -1.0973 1.05 0.69 -0.14
N 0.9067 -5.2391 -1.4887 -0.88 -0.05 0.04
C 2.1898 -3.1449 -1.0581 -0.44 -0.44 0.05
C 3.3678 -3.4215 -1.7112 0.58 0.13 -0.01
N 4.4252 -2.6081 -1.6339 -0.30 -0.15 0.00
C 4.2809 -1.5200 -0.8898 0.13 0.03 0.02
C 3.1002 -1.2085 -0.2317 0.12 -0.29 -0.05
N 2.0527 -2.0283 -0.3192 0.67 1.00 -0.92
H -0.8034 -6.3924 -1.4614 0.02 -0.01 -0.03
H -2.0724 -4.4068 -0.4543 0.09 0.04 0.06
H 3.4515 -4.3222 -2.3062 0.05 0.02 -0.01
H 5.1215 -0.8418 -0.8090 0.04 -0.07 -0.05
H 2.9824 -0.3141 0.3572 0.00 0.02 -0.05
O -1.2575 -1.7521 4.3006 -0.82 -0.31 -0.34
S -0.8097 -1.1837 3.0803 1.60 -0.02 -0.86
O -1.2858 -1.8377 1.7428 -0.69 0.35 1.22
O 0.6480 -1.1121 2.9165 -0.14 0.01 0.63
C -1.3843 0.4653 2.9274 -0.31 0.41 -0.07
C -2.0058 1.0181 4.0367 0.04 0.13 -0.23
C -2.4280 2.3422 3.9884 -0.04 -0.04 0.17
C -2.2256 3.0984 2.8507 0.03 -0.04 -0.05
C -1.6001 2.5340 1.7432 -0.09 0.27 -0.05
C -1.1742 1.2157 1.7504 -0.09 -0.26 0.29
P -0.3435 0.5695 0.2559 0.71 -0.29 0.49
C 0.9254 1.8124 -0.0779 -0.03 0.16 0.04
C 0.8328 2.7734 -1.0787 0.07 0.07 -0.18
C 1.8363 3.7285 -1.2247 -0.04 -0.08 0.05
C 2.9201 3.7382 -0.3599 0.00 -0.04 0.05
C 3.0037 2.7954 0.6608 -0.04 0.02 -0.05
C 2.0142 1.8349 0.7963 0.06 0.13 0.16
C -1.5445 0.6222 -1.0831 -0.15 0.03 0.01
C -1.1078 0.3712 -2.3858 0.01 -0.03 -0.13
C -2.0154 0.3451 -3.4309 -0.06 0.01 0.05
C -3.3702 0.5493 -3.1815 0.04 -0.01 -0.04
C -3.8113 0.7757 -1.8885 0.09 -0.01 0.06
C -2.9000 0.8125 -0.8369 -0.14 0.02 -0.10
H -2.1535 0.4194 4.9253 0.02 -0.02 -0.06
H -2.9121 2.7767 4.8534 0.01 0.00 -0.03
H -2.5508 4.1300 2.8213 0.02 -0.01 -0.03
H -1.4457 3.1487 0.8622 0.02 -0.06 0.01
H -0.0145 2.7873 -1.7549 0.02 -0.03 0.05
H 1.7646 4.4716 -2.0088 -0.03 -0.04 0.02
H 3.6958 4.4859 -0.4691 -0.03 -0.02 0.00
H 3.8327 2.8173 1.3571 -0.02 0.00 -0.03
H 2.0661 1.1271 1.6205 -0.06 -0.01 -0.03
H -0.0572 0.1969 -2.5954 -0.01 0.01 0.08
H -1.6709 0.1632 -4.4409 0.00 0.01 0.03
H -4.0794 0.5292 -3.9992 0.02 -0.01 0.02
H -4.8645 0.9269 -1.6902 0.02 0.00 0.00
H -3.2600 0.9875 0.1681 0.04 0.00 0.01
```
Forces are in eV/Å.

Its charge is +1. As for the total energy: -62154.4206 eV.

Results of the natural (NBO) charge analysis, in e, for atoms 1 through 5: 0.91, -0.32, 0.24, -0.53, 0.28

# 2
Density functional theory data (ωB97M-V/def2-TZVPD) for a molecular structure, C6H7FN3O2.

The geometry in XYZ format:
```
19
Properties=species:S:1:pos:R:3:forces:R:3
C 2.3088 -0.3333 0.7770 0.25 0.53 -0.18
C 0.9448 0.8954 1.6803 -1.18 1.00 -1.40
C -2.7491 0.8558 -1.4473 -0.83 -2.17 0.87
C -0.8521 -0.8454 -2.0522 -0.70 -0.01 -0.95
C -0.0566 1.7772 -0.2942 -3.37 2.70 -2.70
C -1.8596 -0.4104 -1.0469 1.10 2.04 -1.79
N 1.8600 0.0615 1.9715 1.30 -1.74 1.30
N 1.7748 0.2790 -0.2288 -0.17 -0.18 -2.62
N 0.8419 1.0461 0.2847 1.52 -0.94 4.02
O -3.5210 1.3348 -0.6038 0.35 0.21 0.55
O -2.6620 1.0818 -2.6619 0.45 0.73 -0.61
F -1.9743 -1.1999 0.0024 -0.57 -0.21 1.33
H 3.0312 -1.0273 0.5180 1.48 -1.31 0.35
H 0.3167 1.3507 2.3945 -0.72 0.68 0.26
H -0.6377 -1.9167 -2.0823 -0.71 -0.26 -0.08
H 0.1560 -0.4655 -1.9908 0.36 0.73 0.41
H -1.3210 -0.4096 -2.9711 0.74 -0.81 0.28
H -0.7442 2.2827 0.3954 0.29 -0.28 -0.55
H -0.1250 2.0212 -1.3914 0.40 -0.72 1.49
```
Forces are in eV/Å.

Its charge is -1. As for the total energy: -17615.8357 eV.

Results of the natural (NBO) charge analysis, in e, for atoms 1 through 5: 0.11, 0.15, 0.69, -0.77, -0.18

# 3
Density functional theory data (ωB97M-V/def2-TZVPD) for 10 unconnected molecules or ions with the total composition C5H28NO11.

The geometry in XYZ format:
```
45
Properties=species:S:1:pos:R:3:forces:R:3
O 2.7827 -0.2557 -2.3527 0.07 0.12 0.01
C 1.6276 0.0124 -2.0236 0.32 -0.40 0.20
N 0.9829 -0.7378 -1.1071 -0.48 0.58 -0.18
C -0.2512 -0.4281 -0.4022 -0.13 -0.18 0.12
C -1.1903 -1.6499 -0.3315 0.03 0.16 -0.08
C -1.6376 -1.9700 1.0871 0.12 -0.20 0.23
O -0.5977 -2.3890 1.9260 0.21 0.19 0.04
C 0.9325 1.1801 -2.6726 -0.51 0.30 -0.18
H 1.4958 -1.4804 -0.6202 0.25 -0.21 -0.02
H -0.7643 0.4233 -0.8516 0.14 -0.09 -0.04
H 0.0009 -0.1435 0.6242 0.05 0.04 -0.01
H -2.0629 -1.5122 -0.9734 -0.12 0.10 -0.02
H -0.6599 -2.5104 -0.7283 0.13 -0.17 -0.01
H -2.1137 -1.0779 1.5342 -0.05 0.03 -0.03
H -2.4104 -2.7507 1.0613 -0.07 0.05 -0.10
H -0.1472 1.2116 -2.5623 -0.08 -0.10 0.03
H 1.1515 1.1705 -3.7356 0.14 -0.11 -0.08
H 1.3106 2.1330 -2.3008 0.25 -0.05 0.07
H 0.3870 -2.4886 1.4236 -0.36 -0.14 -0.09
H 1.8778 -3.4874 0.7973 -0.17 0.65 0.04
O 1.5842 -2.5602 0.8229 0.27 -0.58 -0.04
H -0.1458 -1.1016 3.0285 -0.08 0.23 -0.02
H -0.1149 0.4821 3.0461 -0.05 -0.33 -0.01
O 0.1734 -0.3091 3.5319 0.01 -0.05 0.13
H -0.7168 2.7001 2.6610 -0.04 -0.14 -0.11
H 0.1084 2.1809 1.4365 -0.04 -0.02 0.20
O -0.6772 1.9678 2.0323 0.11 0.38 -0.04
H 1.0159 2.2319 -0.3894 0.00 0.08 -0.05
H 2.1365 1.9310 0.6414 -0.09 0.09 -0.05
O 1.3390 2.5331 0.4656 0.01 -0.08 0.04
H 2.3798 -1.5903 1.8828 0.14 0.09 0.33
H 1.9111 -0.6442 3.0364 0.50 -0.15 -0.27
O 2.7291 -0.9071 2.5421 -0.61 -0.06 0.05
H -2.6262 1.7597 -1.3290 -0.09 0.04 -0.09
H -3.2472 2.4553 -2.5646 0.12 -0.12 0.05
O -2.5531 1.8379 -2.3075 -0.06 0.02 -0.02
H 3.3105 0.3641 -0.0278 0.16 0.03 -0.08
H 3.0988 0.2340 1.5154 0.19 0.21 -0.22
O 3.3281 0.8992 0.7779 -0.12 -0.25 0.16
H -2.3126 0.1199 -3.3735 0.14 -0.37 -0.10
H -1.3615 -1.0937 -3.3510 0.02 0.04 0.04
O -2.1241 -0.7339 -3.8147 -0.15 0.40 0.14
H -2.0588 1.7684 0.9600 -0.01 -0.02 0.17
H -3.0405 0.6474 0.5720 0.01 -0.03 0.06
O -2.8504 1.5777 0.4126 -0.09 0.01 -0.16
```
Forces are in eV/Å.

Its charge is -1. As for the total energy: -29656.6068 eV.

Results of the natural (NBO) charge analysis, in e, for atoms 1 through 5: -0.67, 0.66, -0.64, -0.23, -0.46

# 4
Density functional theory data (ωB97M-V/def2-TZVPD) for 2 unconnected molecules or ions with the total composition C4H14NO2.

The geometry in XYZ format:
```
21
Properties=species:S:1:pos:R:3:forces:R:3
C 1.3415 -0.4940 -0.2679 1.45 0.26 0.31
C 0.5305 0.1844 -1.3229 -1.68 0.46 -0.45
C -0.9669 0.4154 -0.9448 0.86 -0.11 0.41
C -1.6839 -0.8552 -0.5430 0.11 -0.93 -0.19
O -1.2398 -1.8921 -1.4309 -0.01 0.50 -0.03
N 1.7894 0.4391 0.8808 -2.66 -0.84 -0.53
H 0.8483 -1.3602 0.1578 -0.10 -0.01 0.14
H 2.3049 -0.8096 -0.6740 -0.22 -0.22 -0.15
H 0.5769 -0.4499 -2.2067 0.04 0.03 -0.01
H 0.8633 1.1847 -1.6176 0.65 -0.22 0.09
H -0.9359 1.1401 -0.1290 -0.48 0.03 0.18
H -1.4979 0.8900 -1.7644 0.13 0.01 -0.20
H -2.7667 -0.7550 -0.5938 -0.07 0.25 -0.08
H -1.4660 -1.2235 0.4638 0.15 0.46 0.31
H -1.9273 -2.5525 -1.4795 -0.18 -0.36 -0.10
H 2.1235 1.2809 0.4338 0.78 0.21 0.33
H 0.9414 0.7029 1.4840 0.80 0.03 -0.32
H 2.4196 -0.0814 1.4731 0.70 0.41 0.11
H -0.2366 2.1942 2.7169 -0.21 0.00 0.13
H -0.9281 0.7947 2.7410 -0.28 0.10 0.16
O -0.0901 1.2471 2.6232 0.21 -0.06 -0.13
```
Forces are in eV/Å.

Its charge is +1. As for the total energy: -9953.8033 eV.

Results of the natural (NBO) charge analysis, in e, for atoms 1 through 5: -0.21, -0.44, -0.42, -0.08, -0.74